ORCA calculation (ωB97M-V with the def2-TZVPD basis set) on a 2-piece molecular cluster, C32H28BBrF17N4O3P overall at a distorted geometry.

The calculation puts the LUMO energy at -0.2853 Eh. The total charge is +2. The HOMO energy is -11.58 eV.

Element x y z (Å)
C: -2.72970 -1.44128 0.04594
C: -2.55961 -3.06858 0.23293
C: -1.23706 -3.69046 -0.56745
C: 0.02650 -4.31671 0.28418
B: 0.16535 -4.36236 1.92301
O: 1.33301 -3.83187 2.70350
O: -0.91375 -5.01712 2.74467
C: 1.30981 -4.93209 -0.58784
C: 1.20592 -4.90539 -2.22331
C: -0.06860 -4.26247 -3.08740
N: 0.03708 -4.33582 -4.58157
C: -1.17272 -3.67181 -5.18672
P: -1.18418 -3.68497 -7.13661
O: -1.28897 -2.02191 -7.74646
Br: -2.99953 -4.91112 -7.88976
C: -2.40580 -2.98683 -4.37060
C: -3.68057 -2.23513 -5.15112
C: -3.32896 -0.70662 -5.64324
C: -4.21841 0.47421 -4.95567
F: -5.65632 0.01328 -4.91093
F: -4.22704 1.63397 -5.92427
C: -3.80419 0.90209 -3.42978
F: -4.58090 2.17421 -3.17229
F: -4.36798 -0.17745 -2.53497
C: -2.17335 1.12371 -3.20039
F: -1.41528 -0.18510 -3.18194
F: -1.70053 1.82378 -4.42620
C: -1.78232 1.85340 -1.78695
F: -0.68504 1.06207 -1.11083
F: -2.93046 1.71138 -0.81048
C: -1.48144 3.46026 -1.87361
F: -1.93211 3.99965 -0.52915
F: -2.41965 4.16379 -2.82994
C: 0.06869 3.91703 -1.99544
F: 0.12516 5.42735 -2.04467
F: 0.76875 3.57545 -0.69977
C: 0.97514 3.33571 -3.19545
F: 2.40148 3.70296 -2.83834
F: 1.01685 1.85098 -3.34023
C: 0.74371 3.95336 -4.68911
F: -0.42502 4.83495 -4.86126
F: 1.94814 4.78726 -5.06381
F: 0.77849 2.79660 -5.66082
N: -2.48993 -2.98376 -2.86703
C: -1.29435 -3.62980 -2.23388
H: -2.41860 -0.82695 0.99274
H: -3.88830 -1.25116 -0.12315
H: -2.15012 -1.10526 -0.91266
H: -2.63631 -3.42596 1.34718
H: -3.49882 -3.55192 -0.32328
H: 1.61800 -2.96398 2.28571
H: -0.98948 -4.52382 3.61555
H: 2.25419 -5.37762 -0.00987
H: 2.12142 -5.38518 -2.82081
H: -1.02821 -1.99238 -8.71780
H: -4.05541 -2.84807 -6.08949
H: -4.59565 -2.25514 -4.38486
H: -3.58868 -0.67833 -6.80930
H: -2.15487 -0.49318 -5.60692
C: 1.97713 1.22732 0.75501
N: 2.23550 1.30462 2.20699
C: 3.00746 0.36048 2.79078
C: 3.30492 0.42883 4.15437
C: 2.81240 1.48066 4.93292
C: 1.99761 2.42442 4.29511
C: 1.71980 2.31838 2.93307
C: 3.14848 1.62198 6.36125
C: 3.78171 2.77784 6.83400
C: 4.05452 2.93341 8.19211
N: 3.70809 1.97209 9.07467
C: 3.11768 0.83046 8.65321
C: 2.83214 0.63499 7.29991
C: 3.95558 2.16624 10.51664
H: 1.52084 0.25684 0.54402
H: 2.93812 1.33188 0.24356
H: 1.30318 2.03179 0.45225
H: 3.39074 -0.43592 2.15744
H: 3.94521 -0.33786 4.58921
H: 1.56653 3.25512 4.85231
H: 1.09422 3.04505 2.42106
H: 4.07316 3.57321 6.14907
H: 4.54063 3.82696 8.57695
H: 2.86734 0.08947 9.40810
H: 2.33776 -0.28701 6.99784
H: 4.57167 1.33572 10.86900
H: 2.98387 2.17930 11.01843
H: 4.47421 3.11389 10.68275

Force components x, y, z for each atom (eV/Å):
-0.742 -0.431 -0.142
-0.341 -0.677 -1.301
2.132 -1.029 0.628
-0.357 0.561 -4.705
-1.178 -0.713 1.885
-2.261 0.866 -2.388
2.625 2.974 -0.985
-3.113 1.605 -3.393
-0.826 0.480 2.957
0.572 -0.355 1.328
-5.725 3.282 2.677
-0.416 0.515 3.190
1.873 0.431 -1.073
-0.442 -1.938 0.435
0.314 1.024 0.812
1.234 -0.863 2.485
-0.156 -0.653 0.974
0.209 -0.083 -1.306
-1.551 -0.594 -2.381
4.285 1.577 0.153
0.184 -3.166 3.485
-3.283 0.192 0.572
2.972 -3.937 -0.272
2.297 3.722 -2.721
1.263 -1.829 -1.667
-2.762 4.183 -0.179
-1.201 -1.692 4.166
-1.083 -1.548 2.789
-3.023 3.054 -2.213
3.669 0.368 -3.586
-3.024 2.545 2.148
1.778 -1.604 -4.102
3.755 -2.855 2.963
1.164 2.692 1.849
-0.236 -5.304 -0.084
-2.292 0.855 -3.920
3.870 -1.361 -0.316
-4.652 -1.177 -0.821
-0.718 4.779 1.118
1.446 1.304 -3.914
4.044 -3.681 0.753
-4.478 -2.902 1.434
-0.661 4.424 3.435
4.428 -2.229 -3.997
0.649 -0.281 -0.084
-0.338 -1.209 -1.811
2.547 -0.213 0.314
-1.147 -0.572 1.973
0.557 0.700 -2.231
2.142 0.977 1.198
-0.357 -1.901 0.454
0.406 -1.149 -1.354
-2.330 1.024 -1.633
-2.404 1.247 1.303
-0.391 -0.497 1.758
1.144 1.142 1.999
2.203 0.165 -1.607
0.439 0.245 2.723
-2.754 -0.281 0.174
-0.015 -0.122 -0.267
0.028 0.108 0.591
-0.017 0.336 0.806
-0.026 -0.199 -0.456
-0.274 0.038 -1.100
-0.016 0.056 -0.200
0.298 -0.187 0.598
0.230 0.218 1.048
0.032 0.124 0.231
-0.256 -0.306 -0.578
0.001 0.060 -0.653
-0.043 0.193 -0.773
0.063 -0.080 0.483
-0.023 -0.058 0.306
0.087 0.170 -0.089
-0.231 -0.058 -0.027
0.224 -0.347 0.201
-0.102 0.220 0.048
-0.156 0.159 -0.164
0.079 -0.184 -0.186
0.145 -0.218 -0.014
-0.053 -0.170 0.213
-0.126 -0.263 0.012
0.078 0.197 -0.094
0.118 0.194 0.128
-0.133 0.175 0.058
0.263 -0.016 0.036
-0.133 -0.247 -0.107

ORCA calculation (ωB97M-V with the def2-TZVPD basis set) on C32H28BrF3N4O4RuSi as an isolated structure at a distorted geometry.

The calculation puts the LUMO energy (spin up / spin down) at -0.1827 / -0.1990 Eh. The total charge is +1. For the relative energy (zero: lowest compared OMol25 entry of this formula, charge and spin), the calculation gives 274.4 kJ/mol. As for the spin multiplicity: 2. The HOMO energy (spin up / spin down) is -10.26 / -10.26 eV.

Element x y z (Å)
Ru: 0.17498 -1.74406 0.52142
O: -3.74138 -3.51551 4.63263
C: -2.66913 -3.06014 3.96605
C: -1.54566 -2.50351 4.61393
C: -0.51050 -2.00622 3.85773
N: -0.61927 -2.05766 2.51804
C: -1.59906 -2.62298 1.96299
Br: -1.65348 -1.37948 -1.04320
C: -2.69783 -3.16147 2.57541
H: -3.63254 -3.41618 5.58621
H: -1.49196 -2.46389 5.69476
H: 0.38951 -1.58829 4.29068
H: -3.52406 -3.62767 2.05828
C: -5.04852 2.54617 1.91199
C: -3.93479 3.23975 1.20079
C: -3.44994 4.49132 1.64085
C: -2.40459 5.10365 1.01008
C: -1.78740 4.47855 -0.10181
N: -0.72098 5.08862 -0.68184
C: 0.31130 4.51668 -1.46726
O: 0.86352 5.17228 -2.30981
N: 0.62892 3.21531 -1.20368
C: 0.46914 2.49042 -0.00072
C: 0.59713 3.05002 1.26011
C: 0.41600 2.23859 2.36785
C: 0.13460 0.89757 2.19420
N: 0.02221 0.36435 0.97767
C: 0.17877 1.13996 -0.09176
C: -2.31109 3.25533 -0.59520
C: -3.34905 2.65536 0.05350
H: -5.40063 3.12201 2.76516
H: -4.72429 1.56202 2.26077
H: -5.89193 2.38108 1.23543
H: -3.90882 4.97136 2.49646
H: -2.03339 6.05981 1.36244
H: -0.71407 6.10264 -0.69764
H: 1.10584 2.74632 -1.97081
H: 0.84266 4.10025 1.37591
H: 0.51114 2.63729 3.36841
H: -0.01176 0.24457 3.03665
H: 0.04677 0.68396 -1.05862
H: -1.90853 2.81599 -1.49864
H: -3.74064 1.71924 -0.32809
C: 3.11885 1.82856 -3.47024
C: 1.84356 1.31811 -3.70246
C: 1.40356 0.20245 -2.99966
C: 2.22332 -0.42340 -2.05129
C: 3.49554 0.11038 -1.82404
C: 3.94316 1.22368 -2.53128
Si: 1.79344 -2.07516 -1.28717
C: 1.24905 -3.29571 -2.57331
C: 0.24595 -3.07194 -3.52376
C: 0.09119 -3.92887 -4.60292
C: 0.92635 -5.03102 -4.74642
C: 1.90276 -5.28852 -3.79783
C: 2.06056 -4.42944 -2.71556
H: 3.46488 2.69338 -4.02390
H: 1.20427 1.77784 -4.44938
H: 0.41411 -0.19404 -3.20603
H: 4.14946 -0.35235 -1.09171
H: 4.94145 1.60804 -2.35987
H: 3.04089 -2.60884 -0.71283
H: -0.42394 -2.22948 -3.42535
H: -0.68786 -3.74109 -5.33163
H: 0.80527 -5.69561 -5.59275
H: 2.53895 -6.16025 -3.89499
H: 2.83374 -4.63622 -1.98259
F: 4.62625 -1.83008 2.31347
C: 3.62322 -2.64040 2.64740
F: 3.32716 -2.43427 3.94661
F: 4.01736 -3.89644 2.49684
C: 2.37759 -2.33414 1.80323
O: 2.14793 -1.13525 1.49130
O: 1.63480 -3.27332 1.45082

Force components x, y, z for each atom (eV/Å):
-0.998 1.291 3.044
0.325 0.069 -0.174
-0.155 -0.013 0.250
0.064 0.058 -0.128
-0.071 -0.109 0.255
0.697 0.112 0.357
0.340 0.027 -0.656
0.358 -0.167 -0.124
-0.294 -0.118 -0.371
-0.003 -0.020 0.019
-0.007 -0.005 -0.041
-0.033 0.021 -0.012
0.027 0.036 0.020
-0.234 -0.236 -0.070
0.692 0.495 -0.377
-0.920 -1.272 -0.046
1.046 -0.353 -1.158
-2.034 -1.042 1.066
2.300 0.593 -1.183
-1.374 1.374 0.892
0.400 -0.005 -0.439
0.246 -1.234 0.363
0.053 0.436 -0.575
0.113 0.170 0.121
-0.096 -0.074 -0.108
-0.088 -0.064 0.335
0.213 -0.913 -1.368
-0.136 0.297 -0.173
0.753 1.315 0.065
-0.921 0.118 1.221
-0.019 -0.020 0.028
-0.066 0.040 0.071
-0.002 0.019 0.105
-0.054 -0.050 0.010
0.055 -0.033 -0.046
0.090 -0.280 -0.172
-0.003 0.115 0.274
-0.054 -0.099 -0.036
-0.047 -0.031 -0.031
0.086 0.026 -0.002
-0.023 0.055 0.078
0.065 0.045 0.021
-0.051 -0.018 0.047
-0.003 -0.036 0.041
-0.037 -0.104 -0.024
0.088 0.016 -0.127
0.000 -0.025 -0.121
-0.016 0.069 0.056
-0.047 -0.037 0.050
0.511 0.487 -0.942
-0.144 -0.183 0.074
0.041 -0.152 -0.074
-0.035 0.098 0.080
-0.018 -0.017 0.046
0.028 0.015 0.094
-0.005 -0.017 0.009
-0.021 -0.047 0.032
0.034 -0.030 0.072
0.044 0.039 -0.021
0.004 0.015 -0.057
-0.061 -0.007 0.029
-0.083 0.016 0.228
-0.013 0.002 -0.012
0.043 0.009 0.018
-0.006 0.017 0.027
-0.011 0.070 0.013
-0.025 -0.003 -0.049
-0.088 -0.039 0.024
0.188 0.049 0.207
-0.014 -0.019 -0.134
-0.053 0.029 0.019
0.078 -0.054 -0.231
-0.415 -0.663 -0.340
-0.203 -0.053 -0.340

no.,E_tot (Ha)
1,-6317.66171
2,-5013.96935